Entry 1
{
  "formula": "C3H7N3O",
  "method": "ωB97M-V/def2-TZVPD",
  "symbols": ["C", "C", "C", "H", "H", "H", "H", "H", "H", "H", "N", "N", "N", "O"],
  "coordinates": [[-1.559, -0.681, 0.808], [-0.759, 0.209, -0.088], [1.181, -1.026, 0.841], [-1.370, -0.396, 1.887], [-2.633, -0.685, 0.368], [-1.200, -1.842, 0.746], [0.938, 0.515, -0.580], [0.448, -1.593, 1.447], [0.501, 1.196, -1.900], [-0.780, 2.479, -2.097], [0.590, -0.330, -0.244], [-1.279, 1.171, -0.744], [-0.451, 1.805, -1.532], [2.362, -1.150, 1.051]],
  "smiles": "C/C(=N/N)NC=O",
  "gap_ev": 9.411,
  "lumo_ha": 0.0315
}

Entry 2
{
  "formula": "C3H7N3O",
  "method": "ωB97M-V/def2-TZVPD",
  "symbols": ["C", "C", "C", "H", "H", "H", "H", "H", "H", "H", "N", "N", "N", "O"],
  "coordinates": [[0.318, -0.369, -0.243], [-1.442, 1.138, 0.189], [-2.080, -0.451, 0.126], [3.310, -0.053, 0.699], [0.564, 1.591, 0.050], [-2.141, 1.710, -0.685], [-1.661, 1.625, 1.072], [-2.873, -0.417, -0.805], [-2.777, -0.917, 0.909], [-0.587, -2.258, 0.215], [1.548, -0.814, -0.094], [-0.090, 0.878, -0.350], [-0.651, -1.092, 0.010], [2.468, 0.501, 0.144]],
  "smiles": "ON=C1NCCN1",
  "gap_ev": 8.691,
  "lumo_ha": 0.0283
}

Entry 3
{
  "formula": "C3H7N3O",
  "method": "ωB97M-V/def2-TZVPD",
  "symbols": ["C", "C", "C", "N", "N", "N", "O", "H", "H", "H", "H", "H", "H", "H"],
  "coordinates": [[-2.040, -0.854, -0.270], [-2.447, 1.051, 1.298], [0.333, 1.166, -1.303], [1.163, -0.929, -0.620], [-2.564, -0.116, 0.474], [0.754, 0.193, -0.353], [-1.840, -1.657, -1.086], [-1.601, 1.758, 0.889], [-3.533, 1.532, 1.295], [-2.096, 0.754, 2.335], [0.901, 1.115, -2.242], [-0.743, 1.090, -1.379], [0.511, 2.195, -0.748], [1.027, -1.168, -1.599]],
  "smiles": "[H]/N=N\\C.CN=C=O",
  "gap_ev": 9.808,
  "lumo_ha": 0.0265
}

Entry 4
{
  "formula": "C3H7N3O",
  "method": "ωB97M-V/def2-TZVPD",
  "symbols": ["C", "C", "C", "H", "H", "H", "H", "H", "H", "H", "N", "N", "N", "O"],
  "coordinates": [[0.633, -0.101, 1.208], [0.600, 1.093, 0.248], [0.367, 0.933, -1.080], [-1.599, -0.236, -0.249], [-1.828, -0.149, 1.500], [0.001, -1.891, 1.598], [1.172, 1.953, 0.716], [0.332, 1.852, -1.791], [0.465, -1.036, -1.328], [0.169, -0.055, -2.799], [-1.613, -0.913, 0.778], [-0.164, -1.188, 0.837], [0.053, -0.187, -1.802], [1.410, -0.075, 2.163]],
  "smiles": "N/C=C\\C(=O)NN",
  "gap_ev": 9.584,
  "lumo_ha": 0.0258
}

entry 4 is preferred energetically. Next in line: 11.0 kcal/mol higher.

Entry 1
{
  "formula": "C3H7N3O",
  "method": "ωB97M-V/def2-TZVPD",
  "symbols": ["C", "C", "N", "N", "C", "N", "O", "H", "H", "H", "H", "H", "H", "H"],
  "coordinates": [[-0.385, -0.959, 1.234], [1.704, 0.341, -0.228], [-0.859, 0.139, -0.640], [-1.064, -1.057, 0.112], [0.774, -0.093, -1.144], [-1.229, 1.317, 0.053], [0.783, -0.773, -2.143], [-1.064, -1.878, -0.478], [-0.472, 1.990, -0.015], [-2.049, 1.685, -0.418], [-0.375, -1.829, 1.879], [-0.070, -0.057, 1.726], [1.608, 1.247, 0.348], [2.699, -0.072, -0.286]],
  "gap_ev": 7.140,
  "lumo_ha": -0.0223
}

Entry 2
{
  "formula": "C3H7N3O",
  "method": "ωB97M-V/def2-TZVPD",
  "symbols": ["C", "N", "C", "O", "N", "C", "N", "H", "H", "H", "H", "H", "H", "H"],
  "coordinates": [[1.819, -0.496, 0.035], [0.752, 0.299, 0.593], [0.172, 1.325, -0.157], [0.757, 2.304, -0.566], [-1.151, 1.015, -0.383], [-1.480, -0.360, -0.200], [-2.191, -0.734, 0.774], [1.690, -0.624, -1.049], [1.796, -1.492, 0.489], [2.789, -0.036, 0.220], [0.194, -0.095, 1.328], [-1.764, 1.666, -0.857], [-1.029, -1.034, -0.943], [-2.355, -1.738, 0.717]],
  "smiles": "[H]/N=C/NC(=O)NC",
  "gap_ev": 10.229,
  "lumo_ha": 0.0270
}

entry 2 is preferred energetically. Next in line: 113.4 kcal/mol higher.

Entry 1
{
  "formula": "C4H17N2O2",
  "method": "ωB97M-V/def2-TZVPD",
  "symbols": ["C", "N", "C", "N", "C", "C", "H", "H", "H", "H", "H", "H", "H", "H", "H", "H", "H", "H", "H", "H", "H", "O", "H", "H", "O"],
  "coordinates": [[2.345, -0.003, -0.327], [2.958, 0.943, -1.287], [0.807, 0.014, -0.558], [0.420, 1.454, -0.559], [-0.603, -2.069, 0.245], [0.046, -0.693, 0.605], [2.570, 0.322, 0.690], [2.724, -0.999, -0.511], [3.292, 1.810, -0.903], [3.573, 0.448, -1.908], [0.626, -0.386, -1.547], [0.795, 1.936, -1.383], [-0.598, 1.624, -0.580], [0.741, 1.974, 0.261], [0.092, -2.901, 0.327], [-1.163, -2.230, -0.674], [-1.275, -2.120, 1.102], [-0.668, -0.088, 1.151], [0.902, -1.027, 1.191], [-1.614, 3.765, -0.428], [-2.830, 2.844, -0.227], [-1.971, 2.902, -0.666], [-3.260, -2.066, 1.525], [-4.376, -2.937, 2.132], [-3.533, -2.517, 2.329]],
  "total_charge": 1,
  "gap_ev": 10.350,
  "lumo_ha": -0.1167
}

Entry 2
{
  "formula": "C4H17N2O2",
  "method": "ωB97M-V/def2-TZVPD",
  "symbols": ["C", "N", "C", "N", "C", "C", "H", "H", "H", "H", "H", "H", "H", "H", "H", "H", "H", "H", "H", "H", "H", "O", "H", "H", "O"],
  "coordinates": [[0.093, -1.587, -1.091], [-0.012, -1.467, -2.552], [0.425, -0.195, -0.519], [-0.302, 0.842, -1.339], [-1.570, 1.352, -0.696], [-1.221, 2.146, 0.541], [0.894, -2.251, -0.778], [-0.828, -1.986, -0.671], [0.933, -1.552, -2.930], [-0.427, -2.327, -2.908], [1.496, -0.071, -0.686], [0.280, -0.078, 0.546], [-0.482, 0.320, -2.216], [0.302, 1.653, -1.435], [-1.991, 2.050, -1.397], [-2.201, 0.473, -0.587], [-0.608, 1.625, 1.212], [-2.073, 2.461, 1.139], [-0.690, 3.068, 0.278], [2.705, -2.690, 1.146], [2.354, -1.807, 2.342], [2.451, -1.788, 1.385], [0.264, 0.485, 3.972], [-0.508, 1.748, 3.710], [-0.313, 0.887, 3.312]],
  "total_charge": 1,
  "gap_ev": 11.761,
  "lumo_ha": -0.0935
}

entry 2 is preferred energetically. Next in line: 11.2 kcal/mol higher.

Entry 1
{
  "formula": "C6H14N5",
  "method": "ωB97M-V/def2-TZVPD",
  "symbols": ["C", "C", "C", "C", "N", "N", "H", "H", "H", "H", "H", "H", "C", "C", "N", "N", "N", "H", "H", "H", "H", "H", "H", "H", "H"],
  "coordinates": [[0.070, 1.660, 1.493], [2.504, 0.843, 0.936], [1.151, 0.709, 1.200], [1.903, -1.241, 0.533], [3.015, -0.320, 0.520], [0.807, -0.739, 1.027], [3.160, 1.686, 1.307], [3.864, -0.441, -0.049], [-0.876, 1.061, 2.092], [-0.205, 1.888, 0.425], [2.087, -2.398, 0.293], [0.258, 2.714, 2.037], [-2.235, 0.949, -0.533], [-1.049, -0.975, -1.018], [-1.660, -0.248, -0.072], [-0.771, -0.527, -2.324], [-0.696, -2.241, -0.630], [-1.412, -0.350, 1.050], [-0.548, 0.400, -2.403], [-1.066, -0.927, -3.285], [-1.033, -2.799, 0.156], [0.148, -2.703, -0.952], [-1.738, 1.921, -0.208], [-3.253, 0.945, 0.094], [-2.424, 1.136, -1.688]],
  "total_charge": 1,
  "gap_ev": 8.880,
  "lumo_ha": -0.1062
}

Entry 2
{
  "formula": "C6H14N5",
  "method": "ωB97M-V/def2-TZVPD",
  "symbols": ["C", "C", "C", "C", "N", "N", "H", "H", "H", "H", "H", "H", "C", "C", "N", "N", "N", "H", "H", "H", "H", "H", "H", "H", "H"],
  "coordinates": [[-2.261, 1.508, 0.943], [1.009, 2.237, -0.345], [-1.028, 1.778, 0.143], [-1.051, 2.438, -1.060], [0.261, 1.689, 0.584], [0.238, 2.791, -1.311], [2.082, 2.377, -0.330], [0.652, 3.269, -2.097], [-1.881, 2.675, -1.698], [-3.040, 1.027, 0.352], [-2.559, 2.444, 1.416], [-2.156, 0.792, 1.757], [-0.730, -3.471, 0.806], [0.960, -1.933, 0.010], [0.502, -3.207, 0.052], [1.009, -1.228, -1.103], [1.188, -1.312, 1.151], [0.652, -3.798, -0.752], [0.885, -1.568, -2.041], [1.208, -0.236, -1.049], [1.335, -1.795, 2.025], [1.111, -0.301, 1.250], [-0.483, -3.690, 1.837], [-1.106, -4.436, 0.502], [-1.468, -2.682, 0.848]],
  "total_charge": 1,
  "gap_ev": 9.290,
  "lumo_ha": -0.0969
}

entry 2 is preferred energetically. Next in line: 81.8 kcal/mol higher.

Entry 1
{
  "formula": "CCl6NP",
  "method": "ωB97M-V/def2-TZVPD",
  "symbols": ["C", "N", "P", "Cl", "Cl", "Cl", "Cl", "Cl", "Cl"],
  "coordinates": [[0.829, 0.879, -0.223], [-0.562, -1.381, 0.545], [1.053, -0.770, 0.571], [2.391, 1.553, -0.719], [-0.393, 0.748, -1.497], [0.214, 1.894, 1.098], [-1.830, -0.887, 1.292], [-3.192, 0.026, -0.250], [1.491, -2.063, -0.816]],
  "gap_ev": [7.120, 7.170],
  "lumo_ha": [-0.0911, -0.0904]
}

Entry 2
{
  "formula": "CCl6NP",
  "method": "ωB97M-V/def2-TZVPD",
  "symbols": ["C", "N", "P", "Cl", "Cl", "Cl", "Cl", "Cl", "Cl"],
  "coordinates": [[-2.750, 0.714, 0.728], [-2.201, 1.719, 0.707], [1.442, -0.327, -0.430], [0.261, 0.860, -1.777], [-3.623, -0.655, 0.831], [2.451, -1.098, -1.943], [2.738, -1.230, 0.950], [1.796, 1.413, 0.791], [-0.114, -1.395, 0.143]],
  "smiles": "ClP(Cl)(Cl)(Cl)Cl.N#CCl",
  "gap_ev": 9.020,
  "lumo_ha": -0.0554
}

entry 2 is preferred energetically. Next in line: 105.2 kcal/mol higher.

Entry 1
{
  "formula": "C3H6N2O2",
  "method": "ωB97M-V/def2-TZVPD",
  "symbols": ["C", "C", "C", "N", "N", "O", "O", "H", "H", "H", "H", "H", "H"],
  "coordinates": [[-0.330, -0.920, 0.320], [-0.839, 0.449, 0.575], [1.358, -0.098, -1.312], [0.759, -1.189, -0.555], [-1.456, 0.695, 1.761], [-0.624, -1.460, -0.940], [-0.052, 0.964, 1.944], [-2.002, 1.555, 1.809], [-0.406, -1.580, 1.180], [-1.005, 1.091, -0.290], [2.025, 0.440, -0.635], [1.941, -0.545, -2.116], [0.631, 0.597, -1.742]],
  "smiles": "CN1O[C@@H]1[C@H]1NO1",
  "gap_ev": 10.347,
  "lumo_ha": 0.0246
}

Entry 2
{
  "formula": "C3H6N2O2",
  "method": "ωB97M-V/def2-TZVPD",
  "symbols": ["N", "C", "O", "C", "O", "C", "N", "H", "H", "H", "H", "H", "H"],
  "coordinates": [[0.188, -1.385, 0.834], [0.431, -0.189, 1.435], [0.518, -0.050, 2.641], [0.587, 0.997, 0.474], [-0.690, 1.322, -0.129], [-0.968, 0.627, -1.237], [-0.113, -0.030, -1.901], [0.147, -2.205, 1.422], [0.231, -1.479, -0.170], [1.321, 0.775, -0.307], [0.890, 1.859, 1.064], [-1.912, 0.134, -1.404], [-0.599, -0.380, -2.721]],
  "smiles": "[H]/N=C/OCC(N)=O",
  "gap_ev": 10.743,
  "lumo_ha": 0.0298
}

Entry 3
{
  "formula": "C3H6N2O2",
  "method": "ωB97M-V/def2-TZVPD",
  "symbols": ["N", "C", "O", "C", "O", "C", "N", "H", "H", "H", "H", "H", "H"],
  "coordinates": [[-1.475, 0.794, -0.284], [-1.375, -0.163, 0.671], [-2.312, -0.540, 1.355], [-0.015, -0.828, 0.910], [1.174, -0.030, 0.843], [1.694, 0.300, -0.339], [1.083, 0.196, -1.446], [-2.414, 1.111, -0.474], [-0.774, 0.835, -1.016], [0.092, -1.696, 0.248], [-0.067, -1.169, 1.943], [2.712, 0.676, -0.204], [1.677, 0.513, -2.207]],
  "smiles": "[H]/N=C/OCC(N)=O",
  "gap_ev": 10.559,
  "lumo_ha": 0.0287
}

Entry 4
{
  "formula": "C3H6N2O2",
  "method": "ωB97M-V/def2-TZVPD",
  "symbols": ["C", "C", "N", "C", "O", "N", "O", "H", "H", "H", "H", "H", "H"],
  "coordinates": [[1.771, -1.138, 0.117], [0.012, 1.130, -0.613], [-2.148, 1.054, 0.848], [-0.372, -0.375, -0.626], [-0.764, 0.969, 0.925], [0.501, -1.272, -0.537], [0.967, 1.789, -0.712], [-2.539, 0.124, 0.702], [-2.425, 1.667, 0.075], [-1.345, -0.572, -1.061], [2.217, -0.139, 0.026], [2.459, -1.860, -0.323], [1.665, -1.376, 1.179]],
  "smiles": "C/N=C\\C(=O)ON",
  "gap_ev": 7.891,
  "lumo_ha": -0.0239
}

entry 3 is preferred energetically. Next in line: 18.9 kcal/mol higher.